{"formula": "C10H23BrN2O4P", "method": "ωB97M-V with the def2-TZVPD basis set", "total_charge": 1, "lumo_ev": -4.7, "multiplicity": 1, "gap_ev": 7.68, "symbols": ["C", "C", "C", "O", "C", "C", "C", "C", "O", "C", "C", "O", "C", "P", "N", "O", "N", "Br", "H", "H", "H", "H", "H", "H", "H", "H", "H", "H", "H", "H", "H", "H", "H", "H", "H", "H", "H", "H", "H", "H", "H"], "xyz": [[-1.9526, 0.2180, -4.3644], [-0.8294, 1.3290, -4.1794], [-0.1461, 0.9939, -2.8150], [0.8549, 1.9452, -2.4499], [1.1752, 1.9101, -1.0766], [1.2469, 0.4781, -0.4601], [-0.0140, -0.1464, 0.2567], [-1.0312, 0.7803, 0.9935], [-2.2847, 0.1112, 0.9599], [-2.5209, -0.5648, 2.2180], [-3.1174, 0.5228, 3.2091], [0.4817, -1.3156, 0.9583], [1.8877, -1.1983, 0.9929], [2.3401, -1.8866, 2.7049], [2.5652, -3.6054, 2.4001], [3.8562, -1.2952, 3.1294], [2.2153, 0.2475, 0.6994], [4.0390, 0.5840, 0.4258], [-1.7175, -0.4858, -5.1826], [-2.1130, -0.3248, -3.4078], [-2.9297, 0.6824, -4.6167], [-0.1399, 1.2624, -5.0374], [-1.3806, 2.2899, -4.1383], [0.3127, -0.0147, -2.9458], [-0.9801, 0.9218, -2.0755], [0.5299, 2.5988, -0.4831], [2.2039, 2.3372, -0.9972], [1.5835, -0.2892, -1.1893], [-0.6215, -0.5922, -0.5641], [-1.1480, 1.7784, 0.5361], [-0.6897, 0.9331, 2.0454], [-1.5744, -1.0015, 2.5908], [-3.2909, -1.3549, 2.0993], [-2.2404, 1.0395, 3.6586], [-3.7784, 0.0803, 3.9737], [-3.6636, 1.2330, 2.5546], [2.4622, -1.7413, 0.2061], [1.6712, -4.0691, 2.5641], [2.7833, -3.7446, 1.4093], [4.0703, -1.5914, 4.0196], [1.8849, 0.9447, 1.3775]], "lowdin_charge": [-0.099, -0.181, -0.237, -0.103, -0.156, -0.200, -0.207, -0.149, -0.157, -0.222, -0.057, -0.087, -0.493, 0.900, -0.156, -0.346, -0.429, 0.979, 0.074, 0.065, 0.077, 0.112, 0.114, 0.134, 0.122, 0.136, 0.116, 0.158, 0.159, 0.135, 0.132, 0.108, 0.125, 0.067, 0.079, 0.087, 0.129, 0.039, 0.035, 0.050, 0.150]}

***

{"formula": "C2H8F2N2NiO8", "method": "ωB97M-V with the def2-TZVPD basis set", "total_charge": -2, "lumo_ev": [5.4, 5.4], "multiplicity": 3, "de_lowest_kcal_mol": 0.0, "gap_ev": [7.42, 7.52], "symbols": ["Ni", "N", "O", "O", "O", "N", "O", "O", "O", "F", "F", "C", "O", "H", "H", "H", "H", "C", "O", "H", "H", "H", "H"], "xyz": [[7.3221, -23.6805, -22.8342], [6.8520, -20.5855, -22.0677], [7.1042, -19.7270, -21.1637], [7.3412, -21.7705, -21.9135], [6.1460, -20.3063, -23.0179], [7.8128, -26.9999, -23.4908], [7.8303, -25.7452, -23.3817], [6.9947, -27.5643, -24.2151], [8.6317, -27.6765, -22.8050], [5.4182, -23.8407, -22.8764], [7.4991, -23.0925, -24.6484], [10.4268, -24.2907, -23.1449], [9.4301, -23.4800, -22.5467], [11.2534, -23.6690, -23.5127], [10.7743, -25.0782, -22.4724], [9.9767, -24.7417, -24.0256], [9.8105, -23.0607, -21.7706], [8.3442, -25.2261, -20.3163], [7.3104, -24.3967, -20.7972], [9.0996, -24.6298, -19.7856], [7.9476, -25.9788, -19.6257], [8.7718, -25.7377, -21.1732], [6.9356, -23.9076, -20.0613]], "lowdin_charge": [0.617, -0.561, -0.116, -0.123, 0.006, -0.573, -0.088, -0.026, -0.099, -0.559, -0.550, -0.129, -0.159, 0.075, 0.078, 0.081, 0.097, -0.141, -0.140, 0.078, 0.080, 0.049, 0.103]}

***

{"formula": "C3H26NbO8", "method": "ωB97M-V with the def2-TZVPD basis set", "total_charge": -1, "lumo_ev": 2.0, "multiplicity": 1, "gap_ev": 5.98, "symbols": ["C", "C", "O", "Nb", "C", "H", "H", "H", "H", "H", "H", "H", "H", "H", "H", "H", "H", "O", "H", "H", "O", "H", "H", "O", "H", "H", "O", "H", "H", "O", "H", "H", "O", "H", "H", "O", "H", "H"], "xyz": [[2.1341, -1.8558, -1.9913], [1.4536, -0.3597, -1.6811], [0.2908, -0.2617, -2.5761], [-1.3164, 0.7952, -1.7134], [-2.4431, -1.2289, -1.5300], [2.2063, -2.5251, -1.0338], [3.1938, -1.7308, -2.5049], [1.4599, -2.4248, -2.7634], [2.3218, 0.4181, -1.9335], [1.2142, -0.2727, -0.5391], [-0.7506, 0.5033, -0.0033], [-0.4318, 2.4057, -1.7855], [-1.9700, 1.0230, -3.4242], [-2.7932, 1.6595, -1.0822], [-1.8719, -1.8483, -0.7088], [-3.5596, -1.0887, -1.1990], [-2.3325, -1.7691, -2.5620], [-2.6962, 2.1716, 1.8618], [-2.3411, 2.6733, 2.6108], [-3.5416, 1.8292, 2.1891], [-4.0502, 4.1749, 3.3799], [-4.0383, 5.0401, 3.8160], [-4.0904, 4.3892, 2.4357], [0.3806, 2.6963, 1.7246], [-0.5471, 2.5530, 1.4842], [0.7954, 1.8322, 1.5828], [4.3582, -2.2964, 0.3722], [5.0199, -1.6572, 0.0679], [4.7508, -3.1573, 0.1631], [-5.7084, -1.1044, -0.2372], [-6.0903, -1.3216, -1.1008], [-6.4724, -1.0848, 0.3584], [1.9127, -0.0811, 1.7763], [2.8126, -0.4200, 1.6567], [1.3575, -0.8746, 1.7444], [6.9584, -2.3680, 0.7030], [6.5464, -2.3253, 1.5790], [7.8780, -2.1081, 0.8639]], "lowdin_charge": [-0.132, -0.380, -0.578, 1.145, -0.430, 0.048, 0.063, 0.069, 0.110, 0.037, -0.137, -0.181, -0.182, -0.178, -0.028, -0.054, -0.027, -0.110, 0.022, 0.040, -0.072, 0.040, 0.047, -0.111, -0.023, -0.017, -0.082, 0.032, 0.042, -0.077, 0.037, 0.029, -0.068, 0.029, 0.050, -0.072, 0.049, 0.050]}

***

{"formula": "C5H13NP", "method": "ωB97M-V with the def2-TZVPD basis set", "total_charge": 1, "lumo_ev": [-4.0, -4.5], "multiplicity": 1, "de_lowest_kcal_mol": 108.4, "gap_ev": [8.30, 8.05], "symbols": ["C", "C", "C", "C", "C", "N", "P", "H", "H", "H", "H", "H", "H", "H", "H", "H", "H", "H", "H", "H"], "xyz": [[-1.6636, 1.3990, -0.3729], [-1.3536, -1.3184, -0.4360], [0.7325, -0.0197, 0.0793], [1.1649, -0.3202, -1.2992], [1.2437, 0.9892, 1.1119], [-0.2058, -1.0479, 0.5667], [-2.6353, 0.0672, 0.1635], [-1.1817, 2.1897, 0.2019], [-1.7402, 1.9456, -1.3798], [-1.1425, -1.2023, -1.4364], [-1.5675, -2.3168, -0.2747], [0.5503, 0.0849, -2.1499], [1.2954, -1.3456, -1.5177], [2.1324, 0.1131, -1.7291], [2.2632, 0.7881, 1.4333], [0.8630, 0.7503, 2.0868], [1.1802, 1.9635, 0.6725], [-0.6541, -0.7288, 1.3499], [0.4289, -1.7906, 0.7820], [-2.3005, 0.0599, 1.5069]], "lowdin_charge": [-0.299, -0.210, -0.261, -0.068, -0.019, 0.014, 0.919, 0.015, 0.063, 0.049, 0.066, 0.103, 0.072, 0.126, 0.091, 0.080, 0.083, 0.061, 0.179, -0.063]}

***

{"formula": "C4H14O2", "method": "ωB97M-V with the def2-TZVPD basis set", "total_charge": 0, "lumo_ev": 0.6, "multiplicity": 1, "de_lowest_kcal_mol": 30.4, "gap_ev": 11.27, "symbols": ["C", "C", "C", "C", "H", "H", "H", "H", "H", "H", "H", "H", "H", "H", "O", "H", "H", "O", "H", "H"], "xyz": [[1.7105, 2.4902, 0.9881], [1.1407, 1.1104, 0.5954], [0.3006, 0.1720, 1.5715], [0.2186, -1.3083, 1.1131], [2.5722, 2.4085, 1.6516], [1.8955, 3.0559, 0.0682], [1.0156, 3.0555, 1.5714], [0.4579, 1.3782, -0.1424], [1.8204, 0.4121, 0.1555], [-0.7388, 0.3932, 1.4508], [0.6113, 0.1883, 2.5938], [-0.5659, -1.8161, 1.7164], [0.0427, -1.2577, 0.0345], [1.2118, -1.9272, 1.3589], [-1.5556, 1.2871, -2.8909], [-1.5903, 1.2245, -3.8236], [-2.4650, 1.2342, -2.6371], [-1.9270, -4.0803, -1.4584], [-1.3199, -3.9845, -2.2276], [-2.8353, -4.0360, -1.6891]], "lowdin_charge": [-0.103, -0.237, -0.257, -0.140, 0.063, 0.071, 0.053, 0.064, 0.086, 0.080, 0.085, 0.068, 0.061, 0.106, -0.030, 0.009, 0.021, -0.062, 0.056, 0.005]}

***

no.,E_tot (eV)
1,-101234.660
2,-68036.613
3,-21456.734
4,-16162.922
5,-8469.042